(1)
9
Properties=species:S:1:pos:R:3:forces:R:3 method="wB97M-V/def2-TZVPD" lumo_ev=0.43 molar_mass_g_mol=90.06 multiplicity=1 smiles="C1=NN1.O=CF" homo_lumo_gap_ha=0.335
C 1.26807 -0.32888 -0.69655 2.481 -1.491 4.297
C -1.79740 0.00071 0.39384 -0.513 0.297 -1.885
N 2.23503 0.38998 0.04228 2.012 -0.834 -2.779
N 1.52088 -0.92330 0.40616 -1.209 0.713 -1.712
O -0.83490 0.33355 -0.20545 -1.731 0.261 0.633
F -2.87209 -0.57093 -0.24692 1.007 0.299 0.734
H 0.56989 -0.36823 -1.46244 -0.294 -0.069 -1.626
H -2.01969 0.19371 1.41837 -0.228 -0.199 0.919
H 1.93022 1.27339 0.35072 -1.523 1.023 1.420

=====

(2)
8
Properties=species:S:1:pos:R:3:forces:R:3 method="wB97M-V/def2-TZVPD" lumo_ev=0.22 molar_mass_g_mol=134.96 multiplicity=1 homo_lumo_gap_ha=0.377
C -0.84924 -0.25332 0.00083 4.495 1.784 -0.002
C 1.10704 0.50358 -0.01039 -4.418 -1.244 -0.087
N -0.96582 -1.52466 0.62394 -0.258 -0.258 0.332
N -0.98230 -1.53284 -0.60720 -0.281 -0.194 -0.316
Br -2.23268 1.03819 0.03264 -0.019 -0.121 -0.016
H 0.98196 1.38019 -0.62158 0.162 0.194 -0.102
H 1.66534 -0.30107 -0.45115 0.167 -0.215 -0.091
H 1.27571 0.68995 1.03291 0.151 0.054 0.282